No. 1
72
Properties=species:S:1:pos:R:3:forces:R:3 method="wB97M-V/def2-TZVPD" smiles="NC(N)=O.NC(N)=O.NC(N)=O.NC(N)=O.NC(N)=O.NC(N)=O.NC(N)=O.NC(N)=O.NC(N)=O" e_homo_ev=-9.17 de_lowest_ev=1.480 total_energy_ev=-55175.654 spin_multiplicity=1
C 2.9658 -2.5325 -0.6048 1.43 -1.98 -0.44
O 1.9010 -1.9217 -0.5591 -0.39 0.77 0.11
N 3.4764 -3.2643 0.4105 0.13 2.54 -1.71
N 3.6744 -2.6674 -1.7582 0.08 0.33 -0.36
H 4.3092 -3.8082 0.3090 0.02 -0.04 0.14
H 2.8885 -3.3143 1.2274 0.65 -0.81 0.02
H 4.3895 -3.3680 -1.8003 0.11 0.18 -0.24
H 3.4457 -2.1260 -2.5693 -0.07 -0.04 -0.05
C 1.9554 1.0071 3.3180 0.05 -2.65 -0.34
O 2.0450 0.4961 4.4354 0.05 0.63 0.50
N 0.9126 1.7153 2.8978 0.21 1.11 -0.44
N 2.8185 0.5973 2.3260 0.41 0.46 0.45
H 1.0000 2.0843 1.9653 -0.53 0.42 0.11
H 0.2741 2.0720 3.5827 -0.21 0.06 -0.21
H 2.5709 0.5934 1.3498 0.05 0.15 -0.02
H 3.4729 -0.0746 2.6847 0.07 -0.14 -0.36
C -3.2538 4.2975 0.7414 0.22 -0.17 0.55
O -3.3527 5.4827 0.9967 0.10 0.32 -0.25
N -3.4376 3.3262 1.7030 -0.20 0.15 -0.91
N -2.9214 3.7518 -0.4821 -0.19 0.06 0.74
H -3.3373 3.5767 2.6650 -0.20 -0.12 0.09
H -3.4898 2.3834 1.3596 0.28 -0.25 0.62
H -2.4371 2.8566 -0.3544 -0.08 0.31 -0.87
H -2.5633 4.4254 -1.1368 0.00 -0.09 -0.11
C 1.4455 -3.6406 2.6472 -0.64 1.05 -0.05
O 2.2731 -4.3431 2.0816 -0.85 -1.40 1.73
N 1.0316 -3.8380 3.9415 0.20 -0.49 0.06
N 0.8615 -2.5670 2.0319 -0.46 -0.54 1.60
H 0.8162 -3.0369 4.5110 -0.20 0.04 -0.19
H 1.5274 -4.5709 4.4210 0.05 -0.02 -0.07
H 1.1468 -2.1869 1.1470 0.04 -0.34 -0.45
H 0.0385 -2.2224 2.4992 0.02 0.39 -0.30
C -0.8092 0.3710 -5.8084 1.27 -0.17 -0.83
O -0.0812 0.7778 -4.9193 -0.35 0.11 0.39
N -1.0600 -0.9603 -6.0263 -0.24 0.58 -0.07
N -1.2422 1.1509 -6.8513 -0.73 0.26 -0.36
H -0.8163 -1.6091 -5.3013 -0.35 -0.03 0.12
H -1.8108 -1.1519 -6.6640 0.02 -0.61 0.14
H -1.0448 2.1284 -6.9565 0.24 0.01 0.65
H -1.9678 0.8302 -7.4674 0.08 -0.18 0.01
C -1.6707 -0.6484 4.1146 1.35 0.28 0.00
O -1.3647 0.0645 3.1715 -0.94 0.00 -0.54
N -0.6359 -1.2151 4.8290 -1.28 -0.38 -0.49
N -2.9211 -0.9187 4.5389 -0.78 -0.20 0.36
H -0.8602 -1.5398 5.7513 0.78 0.04 0.22
H 0.2510 -0.8783 4.4795 0.41 0.24 0.93
H -3.1094 -1.5335 5.3094 0.20 -0.06 -0.01
H -3.7363 -0.5394 4.0940 0.26 0.19 -0.32
C -0.7254 0.6010 -0.5478 1.21 1.36 1.21
O -1.6921 1.2877 -0.2149 -0.34 -0.14 -0.28
N 0.0366 -0.0551 0.3605 -0.03 -0.67 -0.31
N -0.1435 0.6582 -1.7689 -0.56 -0.89 -0.65
H 0.7867 -0.6297 -0.0055 -0.01 0.21 0.40
H -0.1025 0.0567 1.3536 -0.54 -0.09 -0.05
H 0.6398 0.0521 -1.9384 0.30 0.42 -0.20
H -0.4377 1.3021 -2.4820 -0.10 -0.15 -0.08
C -2.3318 -2.6475 -2.5552 -0.91 -0.78 -0.27
O -3.3636 -3.3041 -2.5786 0.10 0.05 -0.07
N -2.2712 -1.3720 -3.0220 0.51 0.01 0.01
N -1.1551 -3.1704 -2.1088 0.78 0.53 0.10
H -1.4400 -0.8200 -2.8812 -0.23 0.30 -0.03
H -3.1167 -0.9566 -3.3622 -0.06 0.07 0.19
H -0.3245 -2.6025 -2.1097 0.10 -0.14 0.09
H -1.0343 -4.1605 -2.0197 -0.31 -0.04 0.11
C 1.8054 3.5511 -0.8589 0.30 -1.23 0.29
O 2.1553 2.3759 -0.9050 0.36 0.34 0.18
N 0.4781 3.8600 -0.7384 0.25 0.15 -0.25
N 2.6644 4.6045 -0.8836 -0.66 1.01 -0.12
H -0.0914 3.0499 -0.5544 -0.34 0.21 0.05
H 0.1797 4.7718 -0.4415 -0.18 -0.10 0.15
H 2.2532 5.4939 -1.1107 0.30 0.12 0.10
H 3.6625 4.5422 -0.9083 -0.01 -0.53 -0.14

=====

No. 2
63
Properties=species:S:1:pos:R:3:forces:R:3 method="wB97M-V/def2-TZVPD" smiles=CO.CO.CO.CO.CO.CO.CO.CO.CO.O.O.O e_homo_ev=-10.03 de_lowest_ev=4.630 total_energy_ev=-34580.487 spin_multiplicity=1
C 8.8828 -19.1085 1.4020 -0.58 -0.44 -0.15
O 7.5923 -18.5095 1.5232 0.25 0.16 -0.09
H 8.7672 -20.1969 1.3291 0.17 0.01 0.14
H 9.4134 -18.7898 0.5010 0.10 0.24 0.15
H 9.4316 -18.8692 2.3077 0.16 0.04 -0.07
H 7.1524 -18.5902 0.6727 -0.07 0.01 0.03
C 10.6308 -17.0891 5.6004 -0.46 -1.04 0.05
O 9.5316 -16.2123 5.7400 0.06 0.26 0.14
H 10.9362 -17.1801 4.5548 0.42 0.23 0.11
H 11.4342 -16.8000 6.2706 0.11 0.48 -0.29
H 10.3665 -18.1077 5.9288 -0.13 0.09 -0.06
H 8.8487 -16.4843 5.1218 -0.02 -0.02 0.02
C 10.7775 -20.8015 -1.5578 0.89 -0.44 -0.89
O 11.1382 -19.5358 -2.0889 -0.61 0.19 0.57
H 10.1718 -21.2893 -2.3219 -0.11 -0.04 0.11
H 11.7014 -21.3861 -1.4607 -0.23 -0.24 0.19
H 10.2391 -20.8556 -0.6074 -0.01 0.58 0.05
H 11.9181 -19.2165 -1.6104 0.17 0.01 0.03
C 12.1349 -20.4408 4.4561 0.08 -1.45 0.86
O 12.1437 -19.9434 3.1382 0.03 0.49 0.07
H 13.0831 -20.8982 4.7759 0.19 0.32 -0.36
H 11.8983 -19.6894 5.2043 -0.10 0.40 -0.41
H 11.4244 -21.2662 4.5868 -0.25 0.26 -0.12
H 12.0151 -20.6677 2.5210 0.10 -0.03 0.01
C 16.4441 -17.0583 0.5964 0.58 -0.51 -1.25
O 15.1778 -17.0591 -0.0487 -0.14 -0.08 0.44
H 17.1597 -16.6835 -0.1444 -0.03 0.54 0.34
H 16.4647 -16.4829 1.5151 0.02 -0.01 0.09
H 16.8095 -18.0837 0.7291 -0.37 -0.01 0.60
H 14.4950 -16.6998 0.5493 0.12 -0.04 -0.22
C 11.7261 -15.5297 -2.6280 0.13 -0.56 0.42
O 12.7631 -15.3400 -1.6559 -0.45 -0.06 -0.12
H 11.4839 -16.5936 -2.7250 0.24 0.00 -0.04
H 10.7819 -15.0687 -2.3228 0.13 0.36 -0.22
H 12.0933 -15.1617 -3.5826 -0.26 0.16 -0.07
H 12.3852 -14.8670 -0.9123 0.26 -0.05 -0.06
C 11.8746 -17.0776 1.2514 -0.19 0.85 -0.97
O 13.0389 -16.2623 1.4783 -0.15 -0.34 0.22
H 11.4393 -17.4468 2.1746 0.35 -0.21 0.11
H 11.1243 -16.4520 0.7583 -0.11 -0.10 0.11
H 12.1257 -17.8495 0.5247 0.00 -0.32 0.34
H 12.8597 -15.3798 1.1344 -0.03 0.16 0.29
C 14.4441 -19.8957 -1.9273 -0.05 -0.85 -0.08
O 13.7403 -19.1368 -0.9789 -0.31 0.06 0.27
H 14.5324 -19.4203 -2.9073 0.23 0.30 0.16
H 15.4113 -20.2064 -1.5241 0.16 0.17 -0.26
H 13.8889 -20.8219 -2.1091 -0.05 0.07 0.08
H 14.3531 -18.4942 -0.5602 -0.15 0.20 -0.29
C 14.8532 -11.5256 0.3476 0.47 0.76 -0.07
O 14.5484 -12.8424 -0.0426 -0.15 0.07 0.17
H 14.8402 -11.3671 1.4316 -0.10 -0.18 0.00
H 15.8618 -11.2805 0.0079 0.01 -0.26 0.01
H 14.2141 -10.7610 -0.1147 -0.21 -0.24 0.03
H 13.6929 -13.0493 0.3488 -0.04 -0.11 -0.07
O 11.7133 -13.6876 0.7606 -0.11 -0.10 -0.18
H 11.1008 -13.6780 0.0156 -0.06 0.20 0.04
H 11.1645 -13.4914 1.5292 0.17 -0.04 0.16
O 14.2573 -17.7428 3.5830 0.09 0.02 0.09
H 13.8518 -18.6172 3.5677 -0.06 -0.01 -0.06
H 13.9280 -17.3260 2.7771 -0.01 0.06 -0.06
O 13.6717 -14.4214 3.8222 0.01 0.05 -0.09
H 13.8369 -15.3624 3.6866 -0.07 -0.05 0.07
H 14.5125 -14.0701 4.1285 0.00 0.01 0.03